{"formula": "C49H46BBrF4N4O5P2Sr", "method": "ωB97M-V with the def2-TZVPD basis set", "e_tot_ev": -168775.850, "de_lowest_kcal_mol": 5.9, "lumo_ev": 3.65, "charge": -2, "multiplicity": 1, "homo_ev": -2.81, "elements": ["C", "H", "C", "H", "C", "H", "H", "F", "C", "C", "C", "H", "C", "F", "H", "C", "C", "H", "F", "C", "C", "C", "C", "C", "H", "H", "C", "H", "H", "H", "C", "H", "H", "O", "O", "C", "N", "Br", "C", "H", "C", "C", "H", "C", "H", "C", "H", "N", "Sr", "H", "C", "C", "H", "C", "O", "H", "C", "C", "H", "C", "C", "C", "C", "H", "C", "H", "C", "O", "C", "H", "C", "C", "C", "C", "C", "F", "N", "H", "C", "O", "H", "N", "H", "P", "H", "C", "C", "H", "H", "H", "H", "H", "H", "H", "H", "H", "H", "C", "H", "C", "H", "H", "C", "H", "C", "P", "C", "B", "C", "C", "H", "H", "H"], "xyz": [[-3.46, 3.00, 3.42], [2.56, -0.38, 1.93], [-0.59, 4.95, -0.60], [-5.00, 3.80, 2.14], [-2.40, -1.90, 0.55], [-4.10, 2.94, 4.29], [-2.29, 0.85, -0.48], [1.63, 2.45, -3.56], [-0.81, -6.10, 2.18], [-1.33, 2.63, 2.37], [0.08, -6.18, 3.25], [-1.58, 5.40, -0.48], [-2.56, -7.00, 3.57], [0.39, 1.24, -5.13], [2.63, 4.74, 2.19], [0.22, -4.01, -1.46], [4.50, -0.21, -1.85], [5.42, -1.81, 1.00], [0.76, 0.37, -2.99], [2.15, 9.37, -0.82], [-2.15, -6.48, 2.33], [-3.13, -6.24, 1.22], [-1.69, -1.05, 1.64], [-3.16, 0.81, -2.41], [-0.31, 2.27, 2.45], [4.61, 0.71, -2.42], [0.46, -0.15, 2.12], [-0.29, 5.06, -1.65], [-1.73, 2.15, 4.41], [1.29, 1.20, -0.18], [1.98, 8.12, -0.24], [-3.56, 3.87, 0.14], [5.84, 0.32, -0.23], [0.12, -3.37, -2.53], [-3.04, -2.90, 0.90], [2.96, 4.60, 1.16], [3.45, -2.35, -1.66], [3.81, -4.19, 0.38], [-3.31, 1.46, -3.63], [1.25, 10.93, -2.00], [-3.15, 3.53, 1.09], [2.16, 5.03, 0.11], [0.04, -5.53, -3.55], [4.57, 3.74, -0.40], [-2.75, 3.16, -4.81], [-0.64, -7.58, -0.37], [2.81, 7.68, 0.31], [-0.32, -5.58, 0.96], [0.02, -1.21, -1.15], [-0.88, -9.27, -1.64], [-0.08, 9.26, -1.69], [2.57, 4.80, -1.20], [2.83, 0.76, -0.15], [-0.37, -6.20, -0.26], [-2.29, -1.45, -0.65], [-4.67, -6.58, 3.78], [-3.98, -7.43, 3.79], [1.12, 9.95, -1.55], [3.10, 9.89, -0.71], [-0.67, -8.21, -1.60], [-1.82, 3.10, 1.16], [-1.89, 3.24, -2.85], [-0.34, -6.66, 4.48], [-3.60, -0.16, -2.22], [3.76, 4.15, -1.46], [1.94, 5.10, -2.03], [-1.66, -7.09, 4.62], [0.33, -0.14, 3.37], [-1.75, 2.62, -1.62], [4.05, 3.95, -2.49], [3.65, -1.19, -2.31], [-3.96, 3.48, 2.21], [4.17, 3.96, 0.91], [-0.42, -7.50, -2.77], [4.95, -1.61, 0.05], [2.51, 0.51, -4.50], [1.91, 0.45, 0.13], [-4.33, -8.12, 3.02], [-0.11, -5.48, -1.45], [0.57, -3.48, -0.36], [5.51, 3.24, -0.60], [-0.43, -0.47, 1.20], [-4.09, -7.93, 4.75], [-0.67, 3.14, -0.25], [-1.37, 4.17, -3.07], [-2.14, 2.57, 3.50], [1.81, 0.33, 1.59], [-1.57, -1.66, 2.53], [1.10, -5.86, 3.09], [2.02, 1.28, 2.10], [-1.19, 7.49, -1.25], [-0.90, 9.69, -2.26], [-4.15, -6.18, 1.60], [-2.93, -5.29, 0.72], [-2.41, -0.26, 1.89], [-0.45, -7.99, -3.74], [-2.00, -7.49, 5.58], [-0.24, 8.01, -1.11], [-3.10, -7.04, 0.47], [0.78, 7.41, -0.38], [-0.83, -8.14, 0.54], [3.09, -1.04, -3.23], [4.08, -2.53, -0.53], [0.35, -6.71, 5.31], [5.17, -0.43, -0.65], [0.57, 5.83, 0.52], [-0.15, -6.14, -2.68], [1.31, 1.16, -4.08], [-2.40, 1.39, -1.41], [-2.68, 2.67, -3.85], [4.78, 3.61, 1.73], [-3.89, 1.00, -4.42], [0.04, -4.63, 0.92]]}